ORCA calculation (ωB97M-V/def2-TZVPD) on a molecular structure, C19H27N3O3.

Structure (XYZ):
```
52
Properties=species:S:1:pos:R:3:lowdin_charge:R:1
C 6.436 0.565 0.215 -0.141
H 6.464 1.150 -0.780 0.097
H 7.269 1.119 0.769 0.097
H 6.806 -0.458 -0.156 0.074
C 5.051 0.324 0.664 -0.341
N 3.895 0.090 -0.053 -0.167
C 3.945 -1.262 -0.549 -0.437
H 3.226 -1.160 -1.597 0.176
C 3.833 -2.310 0.135 -0.182
H 3.958 -3.305 -0.352 0.127
H 2.879 -2.091 0.780 0.144
H 4.587 -2.262 0.858 0.076
H 5.015 -1.384 -1.347 0.191
C 2.659 0.569 0.478 -0.248
H 2.561 0.228 1.389 0.071
C 2.205 1.924 0.350 -0.300
H 2.454 2.035 -0.776 0.172
H 2.902 2.540 0.891 0.118
C 0.937 2.357 0.565 -0.233
N -0.131 1.676 -0.162 0.049
C -1.237 2.233 -0.858 -0.346
O -1.662 3.458 -0.332 -0.099
C -1.985 1.439 -1.667 -0.039
C -2.805 0.375 -0.759 -0.182
C -2.387 -0.807 -0.837 0.024
N -3.330 -1.548 0.112 -0.061
C -4.404 -0.845 0.264 -0.129
C -5.610 -0.596 0.879 -0.111
C -6.546 0.311 1.013 -0.047
C -6.053 1.503 0.345 -0.063
C -4.869 1.763 -0.420 0.072
C -4.061 0.516 -0.508 -0.050
H -4.545 2.613 -0.821 0.057
H -6.784 2.256 0.281 0.067
H -7.459 0.231 1.398 0.071
H -5.920 -1.463 1.440 0.087
C -3.382 -2.885 0.513 -0.037
H -4.252 -2.968 1.633 0.206
H -3.512 -3.606 -0.080 0.001
H -2.603 -2.942 1.335 0.102
C -1.074 -1.718 -0.801 -0.491
O -0.288 -0.991 -1.102 0.149
O -1.263 -3.027 -0.840 0.111
H -0.354 -3.469 -1.130 0.212
H -1.385 0.893 -2.470 0.167
H -2.513 1.885 -2.303 0.052
H 0.184 0.582 -0.559 0.174
H 0.787 1.740 1.689 0.197
H 0.660 3.416 0.504 0.133
H 1.778 -0.071 -0.034 0.147
H 5.099 -0.153 1.620 0.098
H 4.827 1.533 1.174 0.186
```

Values from the calculation:
- Net charge: 0
- Energy above the lowest of the compared OMol25 structures with the same formula, charge and spin: 21.218 eV
- Orbital gap: 7.866 eV
- HOMO: -7.98 eV



ORCA calculation (ωB97M-V/def2-TZVPD) on a single C14H12N6OS2 molecule.

Structure (XYZ):
```
35
Properties=species:S:1:pos:R:3:lowdin_charge:R:1
C -1.573 -3.837 -0.660 -0.085
C -2.129 -2.522 -0.286 -0.641
N -1.440 -1.472 -0.048 0.017
N -2.146 -0.397 0.273 -0.015
C -3.418 -0.590 0.283 -0.612
N -4.384 0.324 0.567 0.095
C -4.294 1.679 0.843 -0.525
O -5.300 2.271 1.147 0.090
C -2.947 2.326 0.731 -0.348
H -2.169 1.794 1.283 0.066
H -3.025 3.362 1.058 0.091
S -2.378 2.305 -1.005 0.984
C -0.722 1.772 -0.787 -0.615
N -0.222 1.783 0.436 0.003
N 0.981 1.372 0.660 0.088
C 1.752 0.921 -0.322 -0.228
C 1.291 0.890 -1.652 0.010
C 0.019 1.343 -1.897 -0.064
H -0.417 1.352 -2.883 0.107
H 1.908 0.502 -2.447 0.111
C 3.087 0.464 0.065 -0.154
C 3.328 0.032 1.371 -0.012
C 4.596 -0.397 1.715 -0.055
C 5.583 -0.386 0.738 -0.153
N 5.374 0.038 -0.496 0.058
C 4.166 0.456 -0.821 -0.103
H 4.064 0.820 -1.836 0.109
H 6.588 -0.726 0.950 0.102
H 4.816 -0.737 2.714 0.101
H 2.516 0.040 2.082 0.109
H -5.333 -0.029 0.609 0.147
S -3.869 -2.251 -0.126 1.075
H -1.874 -4.594 0.063 0.079
H -1.940 -4.139 -1.640 0.079
H -0.489 -3.769 -0.684 0.084
```

Values from the calculation:
- Net charge: 0
- Energy above the lowest of the compared OMol25 structures with the same formula, charge and spin: 0.000 eV
- Orbital gap: 8.777 eV
- SMILES string: Cc1nnc(NC(=O)CSc2ccc(-c3cccnc3)nn2)s1
- HOMO: -8.49 eV